No. 1
Entry from OMol25: a single C6H12Cl2 molecule at a distorted geometry (the ωB97M-V functional and the def2-TZVPD basis).

Geometry as XYZ:
```
20
Properties=species:S:1:pos:R:3:forces:R:3
C 2.3362 0.8337 -0.2955 -0.56 1.04 -0.51
C 1.4489 -0.3287 0.0632 -0.44 -0.79 -0.76
C 0.2369 -0.5429 -0.9140 2.98 -2.63 -1.11
C -0.9055 0.3708 -0.8355 -0.47 3.07 1.94
C -1.9615 0.1008 0.2401 0.41 -2.30 -0.36
C -1.4179 -0.1063 1.6162 0.97 0.49 -1.65
H 3.3130 0.9725 0.2214 -1.10 -0.23 0.13
H 1.6594 1.7224 -0.2224 0.94 -0.25 0.08
H 2.5835 0.7369 -1.3587 0.00 0.00 0.08
H 0.9719 -0.3262 1.0182 0.43 0.66 0.78
H -0.0576 -1.6308 -0.8384 -0.15 1.17 0.49
H 0.5993 -0.5955 -1.9935 -0.04 0.60 1.23
H -1.3911 0.1775 -1.7149 -1.47 0.18 -2.39
H -0.6557 1.4992 -0.8295 -0.03 -1.67 0.05
H -2.7896 0.7424 0.3258 -0.83 1.18 -0.65
H -2.0987 -0.3233 2.3635 -1.55 -0.51 1.28
H -0.6594 -0.8388 1.5543 0.59 -1.04 0.38
H -0.9345 0.8201 1.8317 0.47 0.85 0.56
Cl 2.4827 -1.8046 0.1719 -0.10 -0.24 -0.27
Cl -2.7603 -1.4792 -0.4039 -0.05 0.42 0.69
```
Positions in Å, forces in eV/Å.

Summary:
energy relative to the best compared isomer or geometry (same formula, charge and spin): 0.0 kcal/mol
E_HOMO: -10.519 eV

Mulliken atomic charge list, values in e, 6 entries: atom 1 (C): -1.199, atom 2 (C): 0.556, atom 3 (C): -0.890, atom 4 (C): -0.699, atom 5 (C): 0.171, atom 6 (C): -1.431

=====

No. 2
Entry from OMol25: 2 unconnected molecules or ions with the total composition C6H15NO at a distorted geometry (the ωB97M-V functional and the def2-TZVPD basis).

Geometry as XYZ:
```
23
Properties=species:S:1:pos:R:3:forces:R:3
C -0.2823 -1.9281 0.2958 -0.64 -0.68 -0.77
C 0.9656 -1.2474 -0.2883 0.79 0.51 -0.93
C 0.9536 0.2459 -0.0890 -0.99 0.71 0.60
C 0.7863 1.1243 -1.0879 -0.87 -1.20 0.41
C 0.7135 0.7347 1.3417 0.04 -1.77 0.30
C 1.4588 1.9870 1.7533 -0.67 0.13 -0.74
N -1.0008 -2.7620 -0.6747 -0.10 -0.40 -0.15
H -1.0315 -1.2380 0.6777 0.27 0.32 0.13
H -0.0627 -2.6414 1.0796 0.34 0.23 0.49
H 1.9015 -1.7331 0.0033 -0.11 0.04 0.41
H 0.9179 -1.3783 -1.3753 0.02 -0.21 0.09
H 0.8437 0.7755 -2.1093 0.03 0.18 -0.18
H 0.1697 1.9870 -0.8563 0.88 0.65 -0.23
H 0.8851 -0.1234 2.0088 0.84 0.18 0.06
H -0.3604 0.7661 1.5460 -0.21 0.88 -0.43
H 1.2160 2.7422 1.0153 -0.03 0.40 -0.06
H 1.0737 2.3386 2.6954 0.24 0.16 0.53
H 2.5415 1.9125 1.7259 0.07 -0.33 0.29
H -0.4173 -3.5407 -0.9529 -0.02 -0.07 -0.02
H -1.2659 -2.2939 -1.5341 0.10 0.29 0.18
H -2.8193 1.8013 -2.2575 0.43 -0.69 0.25
H -3.5923 0.8421 -1.1892 0.77 -0.29 -0.21
O -3.5944 1.6292 -1.7282 -1.18 0.96 -0.03
```
Positions in Å, forces in eV/Å.

Summary:
energy relative to the best compared isomer or geometry (same formula, charge and spin): 55.1 kcal/mol
E_HOMO: -9.097 eV

Mulliken atomic charge list, values in e, 6 entries: atom 1 (C): -0.450, atom 2 (C): -0.791, atom 3 (C): 0.693, atom 4 (C): -1.039, atom 5 (C): -0.676, atom 6 (C): -1.212

=====

No. 3
Entry from OMol25: a single C17H25F3N4O3 molecule (the ωB97M-V functional and the def2-TZVPD basis).

Geometry as XYZ:
```
52
Properties=species:S:1:pos:R:3:forces:R:3
C -2.4585 3.3283 -1.5025 0.04 -0.01 0.00
C -3.5214 2.4405 -0.8709 -0.04 0.02 0.01
C -3.3727 0.9783 -1.2681 0.02 -0.05 0.02
N -2.1301 0.3924 -0.7955 -0.04 -0.01 0.04
C -1.1381 0.0195 -1.6354 0.15 0.17 0.08
O -1.1430 0.2434 -2.8309 -0.04 -0.05 -0.05
C 0.0613 -0.7010 -0.9945 0.01 -0.04 -0.03
C -0.0914 -2.1823 -1.1818 0.04 -0.04 0.01
N -1.2782 -2.7518 -1.3086 0.01 -0.01 -0.02
N -1.0131 -4.0565 -1.4301 -0.05 0.02 0.02
C 0.3110 -4.3295 -1.3759 0.00 0.00 0.01
C 0.9579 -3.1305 -1.2103 0.00 0.01 0.00
C 2.4225 -2.8508 -1.1096 -0.01 -0.03 -0.01
N 0.4204 -0.4175 0.3956 -0.01 0.08 0.06
C -0.3570 -1.0299 1.4581 0.02 -0.12 0.01
C 0.5100 -1.2521 2.6887 -0.04 0.01 0.04
C 1.0717 0.0866 3.1571 -0.02 -0.02 0.01
C 1.9647 -0.0768 4.3627 -0.01 -0.01 -0.05
F 3.0383 -0.8451 4.1068 0.07 -0.05 -0.03
F 2.4253 1.1050 4.8073 0.03 0.09 0.02
F 1.3094 -0.6516 5.3885 -0.05 -0.04 0.07
C 1.8038 0.7815 2.0150 -0.03 0.02 -0.02
C 0.8900 0.9068 0.8000 -0.04 0.04 -0.12
C 1.6157 1.6941 -0.2888 0.02 0.23 0.17
O 2.7521 2.0829 -0.2135 -0.02 -0.23 -0.12
O 0.7866 2.0055 -1.2843 -0.03 -0.03 -0.04
C 1.3458 2.7328 -2.3871 0.00 -0.03 0.07
H -2.5800 4.3690 -1.2006 0.00 0.01 0.00
H -1.4588 3.0007 -1.2113 -0.05 0.02 0.00
H -2.5144 3.2788 -2.5916 -0.01 0.01 0.00
H -3.4807 2.5224 0.2203 0.00 0.01 0.00
H -4.5201 2.7717 -1.1688 0.01 0.02 0.00
H -4.2065 0.3906 -0.8773 0.00 0.00 -0.02
H -3.3657 0.8778 -2.3525 -0.03 0.00 -0.02
H -2.0766 0.0977 0.1634 0.00 -0.03 -0.05
H 0.9060 -0.4021 -1.6159 0.00 0.04 -0.01
H -1.7747 -4.6967 -1.5632 0.03 -0.02 0.00
H 0.6863 -5.3357 -1.4602 0.00 -0.01 -0.01
H 2.9816 -3.7551 -0.8716 0.00 0.00 -0.01
H 2.8152 -2.4558 -2.0489 0.00 0.02 0.01
H 2.6205 -2.1136 -0.3304 0.01 0.00 0.00
H -1.2225 -0.4136 1.7708 0.04 0.07 -0.02
H -0.7555 -1.9789 1.1059 0.00 -0.01 -0.01
H -0.0838 -1.7194 3.4762 0.03 0.00 0.01
H 1.3317 -1.9226 2.4283 -0.01 -0.03 0.00
H 0.2471 0.7219 3.5003 -0.01 0.00 -0.02
H 2.1425 1.7733 2.3124 0.01 -0.01 0.02
H 2.6823 0.2036 1.7243 0.02 0.01 0.01
H 0.0317 1.5533 1.0665 -0.03 -0.04 0.01
H 0.5343 2.8277 -3.1006 0.02 0.01 -0.03
H 1.6997 3.7055 -2.0506 -0.01 0.01 -0.02
H 2.1770 2.1769 -2.8170 -0.01 0.00 -0.02
```
Positions in Å, forces in eV/Å.

Summary:
energy relative to the best compared isomer or geometry (same formula, charge and spin): 8.2 kcal/mol
E_HOMO: -8.700 eV

Mulliken atomic charge list, values in e, 6 entries: atom 1 (C): -0.743, atom 2 (C): -0.460, atom 3 (C): -1.040, atom 4 (N): 0.226, atom 5 (C): -0.134, atom 6 (O): -0.708

=====

No. 4
Entry from OMol25: a molecular structure, C38H34N6O3PbS3Te at a distorted geometry (the ωB97M-V functional and the def2-TZVPD basis).

Geometry as XYZ:
```
86
Properties=species:S:1:pos:R:3:forces:R:3
Pb 1.1212 -1.2883 0.9478 -0.41 0.83 0.28
N 3.0473 6.2367 2.0639 0.72 -0.19 -0.14
C 2.8760 4.9549 2.5995 -0.36 -0.20 -0.02
C 1.7661 4.1837 2.1899 -0.80 -0.43 0.81
C 1.6475 2.8694 2.6591 0.68 0.41 0.37
C 2.7094 2.3077 3.4367 -0.85 1.58 0.44
C 3.7430 3.1303 3.9382 -0.91 -0.58 -0.58
C 3.7745 4.4621 3.5521 -0.11 -0.21 -0.91
S 2.6137 0.5991 3.8184 0.29 1.20 -1.02
O 3.8146 0.2932 4.5504 -0.71 -0.61 -0.02
O 1.2871 0.2817 4.3117 0.94 -0.21 -0.31
N 2.6271 0.1165 2.2321 -0.70 -0.63 1.67
C 3.6931 -0.0441 1.4827 1.46 -0.20 -2.04
N 3.3164 -0.6119 0.2560 1.72 -0.04 0.17
C 4.2893 -1.0009 -0.6059 -0.33 0.94 1.99
C 5.6275 -0.7524 -0.3130 -1.06 0.25 0.41
C 5.9022 -0.0484 0.8583 -0.27 0.25 1.28
N 4.9902 0.3039 1.7657 -1.20 -0.35 -0.55
H 2.5415 6.2835 1.1759 0.70 0.43 0.36
H 4.0616 6.4709 2.0186 -1.44 0.01 -0.31
H 0.8870 4.6509 1.6720 1.17 -0.43 0.23
H 0.7101 2.3123 2.4709 0.87 0.15 0.01
H 4.5115 2.7233 4.5908 -0.24 -0.05 -0.16
H 4.5852 5.1092 3.8374 0.22 0.10 0.30
H 3.9458 -1.5166 -1.4762 -0.02 -0.23 -0.48
H 6.4004 -1.1134 -0.9241 0.84 -0.25 -0.81
H 6.9043 0.2495 1.2130 -0.29 -0.36 -0.79
C -2.1548 -3.9518 -0.2447 -0.69 -0.58 0.95
C -3.1807 -3.3506 0.7476 0.33 -1.31 -1.13
C -4.6130 -3.9476 0.4985 0.83 0.65 0.85
C -2.7640 -3.6871 2.1626 -0.83 0.35 1.71
C -3.2263 -1.8723 0.5846 0.53 2.52 -0.33
C -4.1826 -1.1830 1.3636 0.01 -0.78 0.50
C -4.3279 0.1774 1.3489 -0.49 -0.01 -0.15
C -3.6044 0.9328 0.4403 -0.67 0.42 -0.03
S -3.7352 2.6626 0.1053 0.76 -0.69 0.15
C -2.3254 2.5016 -0.9291 0.60 -2.83 -0.21
N -1.9301 1.2325 -1.1116 -2.05 2.60 1.19
C -2.6532 0.3261 -0.3744 0.54 -0.07 1.09
C -2.3527 -1.0596 -0.2019 -1.60 -0.49 -0.55
C -1.5638 3.5915 -1.5511 1.47 0.34 -0.71
C -1.7396 4.9315 -1.1583 -0.35 -0.46 -0.62
C -1.0659 5.9279 -1.8663 -0.06 1.39 -0.32
C -0.1452 5.6444 -2.8940 -0.66 0.68 0.12
C 0.0935 4.3219 -3.2221 -1.43 -0.42 2.32
C -0.5351 3.2735 -2.5224 -1.11 -0.06 1.43
H -2.3308 -5.0525 -0.2214 0.62 0.68 -0.19
H -1.1597 -3.6717 0.1270 0.01 -0.39 -0.31
H -2.2901 -3.5680 -1.2504 -0.04 -0.09 -0.18
H -4.7452 -4.9601 0.8591 0.40 -0.30 0.20
H -4.8175 -3.9635 -0.5453 -0.39 0.24 -0.91
H -5.3288 -3.3287 1.0453 -0.14 -0.23 -0.40
H -2.6459 -4.7574 2.3677 0.22 0.08 -0.42
H -3.6394 -3.4039 2.8034 0.86 -0.09 -0.14
H -1.8819 -3.1300 2.5469 -0.42 -0.35 -0.42
H -4.8098 -1.7858 2.0537 0.48 0.75 -0.50
H -5.0482 0.6117 2.0067 -0.33 0.40 0.27
H -1.5970 -1.4750 -0.8705 -0.14 0.00 0.37
H -2.4542 5.1339 -0.3407 0.44 0.21 -0.61
H -1.3146 7.0080 -1.7250 0.31 -1.08 0.36
H 0.3721 6.4730 -3.4575 -0.73 -1.02 0.75
H 0.7866 4.1285 -3.9467 1.81 -0.78 -1.70
O 2.0809 -3.1572 0.1506 0.23 -0.13 0.24
N 1.8439 -4.2587 0.8641 -0.43 -0.58 -0.07
C 1.8441 -5.3918 0.1213 0.15 -0.09 -0.18
C 1.5629 -6.6092 0.6629 -0.59 -0.76 0.99
C 1.1809 -6.6074 2.0502 0.82 -0.93 -0.17
C 1.2676 -5.4528 2.8141 -0.02 -1.49 -0.02
C 1.5949 -4.2323 2.2216 0.23 -0.28 -1.17
S 1.6841 -2.8071 3.0940 -0.09 0.82 0.42
H 2.0869 -5.2124 -0.9231 -0.02 -0.08 0.29
H 1.6366 -7.5552 0.0632 -0.25 1.24 0.70
H 0.9555 -7.5866 2.5411 0.12 1.06 -0.46
H 1.1608 -5.4909 3.9108 -0.21 0.13 -0.80
Te 0.1308 1.1766 -2.6029 1.63 0.96 -3.19
C -1.0940 1.0225 -4.4192 0.71 -0.50 1.44
C -0.9314 1.9437 -5.4226 -0.93 -0.29 -1.97
C -1.8278 1.9226 -6.5147 -0.10 0.66 1.01
C -2.9280 1.0803 -6.4543 0.07 -0.52 -0.94
C -3.0221 0.0666 -5.5244 0.67 0.71 1.53
C -2.0995 0.0648 -4.4725 0.03 -0.31 0.04
H -0.1347 2.6437 -5.4921 0.59 0.36 0.40
H -1.7590 2.6750 -7.3126 0.09 -0.43 0.39
H -3.6926 1.1326 -7.2039 -0.21 0.15 -0.41
H -3.8658 -0.5856 -5.4323 -0.32 -0.33 -0.41
H -2.1578 -0.6742 -3.6690 -0.15 0.24 -0.25
```
Positions in Å, forces in eV/Å.

Summary:
energy relative to the best compared isomer or geometry (same formula, charge and spin): 71.8 kcal/mol
E_HOMO: -6.493 eV

Mulliken atomic charge list, values in e, 6 entries: atom 1 (Pb): 0.723, atom 2 (N): -0.632, atom 3 (C): 0.829, atom 4 (C): -0.536, atom 5 (C): -0.477, atom 6 (C): -0.252

=====

No. 5
Entry from OMol25: 6 unconnected molecules or ions with the total composition H12O6 at a distorted geometry (the ωB97M-V functional and the def2-TZVPD basis).

Geometry as XYZ:
```
18
Properties=species:S:1:pos:R:3:forces:R:3
H -1.9032 2.7922 0.2916 -0.35 -1.65 0.24
H -1.4444 1.4220 -0.2961 -0.45 0.37 0.42
H -0.2340 0.3072 -1.9601 -0.19 0.59 0.36
H 0.5722 0.8112 -0.7954 0.14 0.12 0.37
H 0.1824 -1.6848 -3.1986 -0.82 0.43 1.17
H 0.0938 -1.8606 -1.6309 -0.49 0.65 -1.15
H 1.3518 -1.6790 0.2113 -0.11 -0.41 -0.42
H 0.9194 -3.1922 0.1370 0.33 0.79 -0.54
H -1.2051 1.3255 1.8098 1.38 -0.04 0.90
H -0.8803 0.5608 3.1938 1.12 1.37 -1.57
H 2.1735 0.5346 1.0556 0.20 -0.25 -0.22
H 0.7494 0.4136 1.5968 0.29 -0.68 -0.90
O -2.0551 1.8097 0.4077 0.84 1.26 -0.62
O -0.1306 1.1144 -1.3836 -0.06 -0.69 -0.56
O -0.3549 -1.3927 -2.4147 1.35 -1.17 -0.19
O 1.2205 -2.4369 -0.4147 -0.27 -0.36 1.03
O -0.4369 1.1486 2.4909 -2.50 -1.24 0.60
O 1.3817 0.0062 0.8995 -0.43 0.91 1.08
```
Positions in Å, forces in eV/Å.

Summary:
energy relative to the best compared isomer or geometry (same formula, charge and spin): 6.8 kcal/mol
E_HOMO: -11.104 eV

Mulliken atomic charge list, values in e, 6 entries: atom 1 (H): 0.336, atom 2 (H): 0.462, atom 3 (H): 0.461, atom 4 (H): 0.365, atom 5 (H): 0.328, atom 6 (H): 0.426

=====

No. 6
Entry from OMol25: a molecular structure, C5H8LiO4Tl at a distorted geometry (the ωB97M-V functional and the def2-TZVPD basis).

Geometry as XYZ:
```
19
Properties=species:S:1:pos:R:3:forces:R:3
C -0.2481 0.7629 2.9550 -0.18 -0.02 0.08
C 0.8572 0.3178 1.9987 0.20 0.87 -0.83
O 0.8829 -1.0318 1.7940 -0.10 -0.57 -0.59
Tl 1.4575 -2.4982 0.1034 0.44 -0.52 1.14
H -0.2458 1.8539 3.0981 0.04 -0.21 -0.03
H -1.2332 0.4684 2.5608 0.22 0.03 0.12
H -0.1171 0.2818 3.9361 -0.04 0.11 -0.30
H 1.8299 0.7053 2.3845 -0.28 -0.14 -0.06
H 0.7208 0.8845 1.0073 0.00 -0.21 0.72
O -0.1468 1.5314 -2.4038 0.01 -0.28 0.56
C 0.8025 -1.6975 -2.2709 0.64 0.55 -0.85
C -0.7810 1.0424 -1.4778 -0.72 0.44 -0.85
O 1.4768 -1.6159 -3.2921 -0.40 0.12 0.52
O -0.4696 -1.0527 -2.5239 -0.81 0.43 -0.40
C -1.0876 -0.4234 -1.4339 0.37 -0.37 0.60
Li 0.5240 0.1756 -3.7559 0.02 -0.39 0.39
H -1.3091 1.6880 -0.7486 0.49 -0.12 0.01
H -2.1803 -0.5610 -1.4693 0.25 0.09 0.01
H -0.7329 -0.8314 -0.4616 -0.16 0.19 -0.25
```
Positions in Å, forces in eV/Å.

Summary:
energy relative to the best compared isomer or geometry (same formula, charge and spin): 19.4 kcal/mol
E_HOMO: -7.487 eV

Mulliken atomic charge list, values in e, 6 entries: atom 1 (C): -1.065, atom 2 (C): 0.053, atom 3 (O): -0.703, atom 4 (Tl): 0.589, atom 5 (H): 0.342, atom 6 (H): 0.242